[1]
This record from OMol25 describes a 2-piece molecular cluster, C12H26F9O7PSSi overall. The level of theory is wB97M-V/def2-TZVPD.

The geometry in XYZ format:
```
57
Properties=species:S:1:pos:R:3
F 3.72 1.55 0.80
H 1.61 1.36 2.34
H -3.11 -5.37 0.30
H -5.45 -2.19 -4.02
C -2.38 -4.98 -0.42
C 2.29 1.22 -1.03
O -4.16 -4.39 -1.89
H 1.35 -1.61 -0.28
H -3.09 -6.15 -2.06
Si -1.29 -3.19 1.22
C 1.91 -0.65 1.60
O -2.12 -3.60 -0.13
C 2.36 6.92 1.73
H -2.21 -4.67 -2.53
O 4.13 6.65 0.12
C 1.52 0.82 1.39
F 3.51 3.34 -3.52
H 3.70 8.42 1.00
H 2.98 -0.79 1.39
H -0.69 -0.85 1.77
H 1.77 -0.89 2.65
F 4.12 1.33 -2.79
F 1.01 1.03 -1.31
C 2.40 1.65 0.46
H 0.48 0.92 1.07
H -0.35 -4.28 1.55
F 2.05 2.96 0.61
H 2.49 7.90 -0.18
O -1.99 -2.53 4.18
H -5.58 -4.47 -3.36
P -2.81 -3.06 2.89
C 3.15 7.56 0.62
H 4.00 6.16 2.38
H -1.46 -5.56 -0.35
F 2.92 0.05 -1.12
O 3.20 6.50 2.79
H 1.81 6.05 1.34
C 1.11 -1.67 0.78
H 3.67 5.95 -0.35
H -2.55 -2.09 4.83
O -3.77 -1.83 2.49
C -2.94 -5.09 -1.82
H -0.88 -1.16 0.04
O -3.52 -4.34 3.11
C -0.43 -1.55 0.96
C -4.68 -2.50 -3.30
H -4.55 -1.78 3.07
C -4.60 -4.02 -3.20
H -4.96 -2.10 -2.32
F 2.01 1.69 -3.45
H 1.64 7.63 2.14
F 1.87 3.44 -2.01
H -3.73 -2.05 -3.59
H 1.44 -2.67 1.10
S 2.99 2.37 -2.39
F 3.98 3.05 -1.35
H -3.90 -4.42 -3.94
```

Computed properties:
SMILES string   CCOCCO[Si@@H](CCCCC(F)(F)C(F)(F)S(F)(F)(F)(F)F)P(=O)(O)O.OCCO
HOMO-LUMO gap   10.0 eV
Total charge   0
2S+1   1
Highest occupied orbital energy   -9.72 eV
LUMO level   0.009 Ha
ΔE to the lowest compared entry with this formula, charge and spin   0.126 eV

---

[2]
This record from OMol25 describes C12H26MgN6O6S as an isolated structure. The level of theory is wB97M-V/def2-TZVPD.

The geometry in XYZ format:
```
52
Properties=species:S:1:pos:R:3
H -1.74 -0.34 5.09
O -2.18 0.47 1.93
H 1.70 -4.51 -1.80
N 0.03 0.35 4.19
C 0.03 2.93 0.50
N 0.62 2.06 -0.31
H 3.04 -3.42 -1.38
N -1.29 1.09 1.07
H -1.48 1.14 -2.06
H -0.38 5.02 0.71
C -0.06 -2.92 -0.36
H 2.09 -3.14 -2.84
H -0.01 -5.01 -0.88
C -0.08 -1.78 5.15
C -0.65 -0.35 5.26
N -0.66 -1.88 0.26
H -0.78 -4.63 0.66
O 1.83 0.74 -3.55
H 1.16 4.62 -0.12
C 0.81 -0.46 3.41
S 1.79 -0.06 2.08
O -1.64 -2.10 1.08
C -1.10 2.39 1.26
C 1.15 -2.58 -1.02
C 0.49 4.34 0.69
H -2.19 -0.42 -1.56
O 2.60 -0.85 -1.38
C 2.03 -3.47 -1.81
H -1.62 -4.28 -0.86
H -1.19 3.89 2.80
O 1.82 2.56 -0.89
Mg 0.03 0.09 -0.23
C -1.26 0.08 -1.87
H -2.48 2.65 2.88
H 1.14 1.42 -3.73
H -0.88 -2.52 5.03
H 1.23 -2.48 3.55
H -2.54 3.94 1.65
C -0.64 -4.29 -0.37
H 1.03 4.45 1.64
H -0.03 -1.79 -3.97
H 1.25 -0.13 -3.53
H -0.86 -0.49 -2.83
O 0.24 -1.19 -3.25
H -0.43 0.10 6.24
N 1.52 -1.26 -0.93
N 0.74 -1.70 3.96
H -0.16 1.32 3.95
H 0.55 -2.03 6.01
H 2.07 1.91 -1.59
H -2.06 -0.51 1.71
C -1.87 3.26 2.21
```

Computed properties:
HOMO-LUMO gap (spin up / spin down)   4.4 / 4.4 eV
Total charge   0
2S+1   1
Highest occupied orbital energy (spin up / spin down)   -6.41 / -6.41 eV
LUMO level (spin up / spin down)   -0.074 / -0.074 Ha